{
  "formula": "C2H11N2O",
  "method": "ωB97M-V with the def2-TZVPD basis set",
  "symbols": ["C", "N", "H", "H", "H", "H", "H", "H", "N", "C", "O", "H", "H", "H", "H", "H"],
  "positions_angstrom": [[-1.0640, 0.5406, -2.1550], [-0.2533, -0.1773, -1.1533], [-0.5540, 0.5166, -3.1075], [-2.0392, 0.0743, -2.2437], [-1.2745, 1.5763, -1.8963], [0.7012, 0.1590, -0.9953], [-0.1926, -1.1687, -1.3602], [-0.5785, -0.0416, -0.1639], [-0.2242, 0.3899, 1.6157], [1.1274, -0.1330, 1.6609], [1.2910, -1.1915, 0.7223], [-0.8472, -0.0693, 2.2614], [-0.2553, 1.3932, 1.6917], [1.7925, 0.6371, 1.3783], [1.4155, -0.4944, 2.6489], [0.9553, -2.0113, 1.0962]],
  "total_charge": 1,
  "gap_ha": 0.4232,
  "homo_ha": -0.54077,
  "lumo_energy_ev": -3.2
}

{
  "formula": "C2H11N2Si",
  "method": "ωB97M-V with the def2-TZVPD basis set",
  "symbols": ["C", "C", "N", "N", "Si", "H", "H", "H", "H", "H", "H", "H", "H", "H", "H", "H"],
  "positions_angstrom": [[-0.5730, -1.5861, -0.8251], [0.1187, -0.6729, 0.1711], [-0.2149, -0.9207, 1.4079], [-0.5861, 1.8131, -0.1440], [1.4794, 0.6111, -0.1689], [-0.2847, -2.5495, -0.7776], [-1.5275, -1.5642, -0.5831], [-0.3914, -1.2416, -1.8121], [0.2915, -0.4695, 2.1523], [-1.0003, -1.5044, 1.5489], [-1.1120, 1.7359, -0.9146], [-0.6108, 2.8997, 0.0836], [-1.0450, 1.3101, 0.6551], [1.2706, 1.1051, -1.6427], [2.5856, -0.4566, -0.0824], [1.6000, 1.4904, 0.9314]],
  "total_charge": 1,
  "gap_ha": 0.3526,
  "homo_ha": -0.52178,
  "lumo_energy_ev": -4.6
}

{
  "formula": "C2H11N3O",
  "method": "ωB97M-V with the def2-TZVPD basis set",
  "symbols": ["N", "C", "N", "H", "H", "H", "H", "H", "H", "N", "C", "O", "H", "H", "H", "H", "H"],
  "positions_angstrom": [[1.4859, 2.5963, -0.0313], [2.3859, 1.2976, -0.2164], [2.2215, 0.3112, 0.7662], [1.3687, 3.1067, -0.9149], [0.5289, 2.2326, 0.2963], [3.4951, 1.6071, -0.0494], [2.2227, 0.8670, -1.2526], [2.7986, 0.6255, 1.4899], [1.3489, -0.0341, 1.0533], [-1.5694, -1.3217, -1.0839], [-2.2394, -1.3677, 0.1811], [-3.2809, -2.3949, 0.1321], [-0.7407, -1.9258, -1.2170], [-2.1126, -1.0239, -1.8763], [-2.8264, -0.4550, 0.5117], [-1.5061, -1.6915, 1.0560], [-3.5805, -2.4295, 1.1551]],
  "gap_ha": 0.3594,
  "homo_ha": -0.33171,
  "smiles": "NCN.NCO",
  "lumo_energy_ev": 0.8
}

{
  "formula": "C2H11N3O",
  "method": "ωB97M-V with the def2-TZVPD basis set",
  "symbols": ["N", "C", "N", "H", "H", "H", "H", "H", "H", "N", "C", "O", "H", "H", "H", "H", "H"],
  "positions_angstrom": [[-2.2479, -1.1606, 0.3307], [-1.1927, -1.7778, 1.1749], [-1.5311, -2.2538, 2.4751], [-2.9344, -1.8709, 0.0983], [-2.7773, -0.4862, 0.8754], [-0.8117, -2.6108, 0.5939], [-0.3965, -1.0253, 1.2055], [-2.0206, -3.1319, 2.4676], [-1.9313, -1.5924, 3.1174], [1.6403, 2.4097, -2.4232], [2.4770, 2.1743, -1.2618], [2.3912, 0.8500, -0.7905], [1.0007, 3.1783, -2.2944], [1.1055, 1.6042, -2.7243], [3.5332, 2.3049, -1.5320], [2.2060, 2.8689, -0.4554], [1.4896, 0.5195, -0.8574]],
  "gap_ha": 0.3680,
  "homo_ha": -0.33556,
  "smiles": "NCN.NCO",
  "lumo_energy_ev": 0.9
}

{
  "formula": "C2H11N4",
  "method": "ωB97M-V with the def2-TZVPD basis set",
  "symbols": ["C", "C", "N", "N", "N", "N", "H", "H", "H", "H", "H", "H", "H", "H", "H", "H", "H"],
  "positions_angstrom": [[-0.0903, 0.2648, -0.9431], [0.7280, -0.4034, 0.3118], [-1.3615, -0.1839, -0.9214], [-0.0939, 1.6515, -0.4506], [0.3427, -1.7913, 0.3545], [0.2427, 0.3810, 1.4749], [0.4412, 0.1852, -1.8772], [1.8611, -0.2309, 0.3288], [-1.7637, -0.3926, -1.8883], [-1.3595, -1.0203, -0.3434], [-0.9229, 1.9701, -0.8104], [0.6172, 2.2936, -0.8963], [0.6004, -2.3033, -0.5355], [0.7318, -2.0468, 1.3084], [-0.0678, 1.3016, 0.8459], [-0.7799, 0.0317, 1.7805], [0.8742, 0.2929, 2.2612]],
  "total_charge": 1,
  "gap_ha": 0.4117,
  "homo_ha": -0.52303,
  "lumo_energy_ev": -3.0
}

{
  "formula": "C2H11N5",
  "method": "ωB97M-V with the def2-TZVPD basis set",
  "symbols": ["C", "C", "N", "N", "N", "N", "N", "H", "H", "H", "H", "H", "H", "H", "H", "H", "H", "H"],
  "positions_angstrom": [[-0.4687, -0.2539, -0.8886], [-1.8422, 0.0359, -1.3813], [1.3793, 0.3417, 0.3433], [0.1219, 0.5872, -0.1209], [2.0062, 1.4995, 0.8680], [2.2296, -0.4017, -0.4952], [-1.6077, -1.1782, 1.4108], [-1.3361, -0.1823, 1.4081], [0.0637, -1.0863, -1.3495], [2.9588, -0.8080, 0.0800], [1.6097, 1.6934, 1.7820], [1.8330, 2.3125, 0.2726], [2.6661, 0.1912, -1.2051], [-0.7768, -1.7163, 1.6030], [-2.2636, -1.3204, 2.1771], [-1.8639, 0.0418, -2.4728], [-2.5119, -0.7450, -1.0329], [-2.1975, 0.9887, -0.9983]],
  "gap_ha": 0.3522,
  "homo_ha": -0.30967,
  "smiles": "C/C=N/N(N)N.N",
  "lumo_energy_ev": 1.2
}

{
  "formula": "C2H11NO2",
  "method": "ωB97M-V with the def2-TZVPD basis set",
  "symbols": ["C", "C", "N", "H", "H", "H", "H", "H", "H", "H", "H", "H", "O", "H", "H", "O"],
  "positions_angstrom": [[3.1911, -1.5623, 1.4799], [2.1891, -0.5964, 0.8246], [2.8879, 0.5759, 0.2580], [3.2866, -2.4901, 0.7825], [4.2668, -1.3045, 1.6119], [2.8709, -2.0010, 2.4348], [1.8126, -1.2517, -0.0770], [1.3783, -0.4541, 1.4453], [2.5847, 1.4238, 0.8232], [3.8202, 0.6375, 0.2595], [-1.5653, -0.0866, -2.3619], [-2.7563, -0.5377, -3.2208], [-2.3461, 0.2330, -2.8115], [-4.1640, 0.9561, 0.2791], [-4.9873, 2.2631, 0.6482], [-5.0344, 1.2377, 0.5294]],
  "gap_ha": 0.3609,
  "homo_ha": -0.33900,
  "smiles": "CCN.O.O",
  "lumo_energy_ev": 0.6
}

{
  "formula": "C2H11NO2S",
  "method": "ωB97M-V with the def2-TZVPD basis set",
  "symbols": ["C", "C", "S", "N", "H", "H", "H", "H", "H", "H", "H", "H", "H", "O", "H", "H", "O"],
  "positions_angstrom": [[-1.1680, 0.4644, -0.7843], [-0.4897, -0.8788, -1.0580], [-1.2586, -2.3027, -0.2585], [-0.4824, 1.5724, -1.4406], [-2.1901, 0.3846, -1.1704], [-1.1671, 0.5776, 0.2851], [-0.3782, -1.1306, -2.1099], [0.5584, -0.8890, -0.7646], [-2.4294, -2.4237, -0.8986], [-1.0059, 2.1435, -2.0771], [0.0698, 2.1002, -0.7964], [0.9164, -1.6670, 2.3848], [0.4218, -0.4825, 1.5980], [0.5367, -0.7814, 2.5090], [2.1402, 0.6752, 1.8929], [3.4141, 1.4093, 1.4911], [2.5119, 1.2284, 1.1975]],
  "gap_ha": 0.3564,
  "homo_ha": -0.33162,
  "smiles": "NCCS.O.O",
  "lumo_energy_ev": 0.7
}

{
  "formula": "C2H11NO2S2",
  "method": "ωB97M-V with the def2-TZVPD basis set",
  "symbols": ["N", "C", "C", "S", "S", "H", "H", "H", "H", "H", "H", "H", "H", "H", "O", "H", "H", "O"],
  "positions_angstrom": [[-1.2774, -2.3827, -0.6242], [-1.5862, -1.1452, 0.1683], [-0.3849, -0.9635, 1.0336], [-0.4753, 0.5605, 2.0533], [-0.0032, 2.1998, 0.7996], [-1.9787, -2.7703, -1.2388], [-0.8895, -3.0822, -0.0109], [-1.8793, -0.3479, -0.5425], [-2.5166, -1.3406, 0.7105], [-0.3093, -1.7937, 1.7582], [0.5979, -1.1693, 0.5675], [-1.1923, 2.6776, 0.1560], [3.3500, 0.6938, -1.6589], [2.4019, 0.4106, -2.9048], [3.1992, 0.1406, -2.4282], [-0.3818, -0.8120, -2.2157], [0.9258, -1.6247, -2.4611], [0.5087, -0.7736, -2.6221]],
  "total_charge": -1,
  "gap_ha": [0.1192, 0.2863],
  "homo_ha": [0.00408, -0.16361],
  "lumo_energy_ev": [3.4, 3.3],
  "spin_multiplicity": 2
}

{
  "formula": "C2H11NO2S2",
  "method": "ωB97M-V with the def2-TZVPD basis set",
  "symbols": ["N", "C", "C", "S", "S", "H", "H", "H", "H", "H", "H", "H", "H", "H", "O", "H", "H", "O"],
  "positions_angstrom": [[0.1041, -2.3198, -0.6747], [-0.2316, -1.5791, 0.5226], [0.9135, -0.6311, 0.9825], [0.6165, -0.1143, 2.6367], [0.1600, 0.2071, -2.3359], [-0.6744, -2.9339, -0.9048], [0.1761, -1.5705, -1.4116], [-1.1190, -0.9353, 0.4532], [-0.4875, -2.2844, 1.3179], [1.9216, -1.0405, 0.9391], [0.9619, 0.2609, 0.3253], [-0.0169, 0.1942, -3.6815], [0.2068, 2.8240, 0.1063], [0.7620, 2.1691, -1.1631], [1.0323, 2.6427, -0.3635], [-0.8497, 1.3483, 1.4961], [-2.2135, 1.8478, 0.9315], [-1.2621, 1.9150, 0.8239]],
  "gap_ha": 0.1247,
  "homo_ha": -0.30831,
  "lumo_energy_ev": -5.0
}